ORCA calculation (ωB97M-V with the def2-TZVPD basis set) on 2 unconnected molecules or ions with the total composition C3H11N2O2 at a distorted geometry.

```
18
Properties=species:S:1:pos:R:3
C 0.5430 -0.3368 0.9144
N 0.8060 0.7975 0.0126
C 1.6013 0.5068 -1.2669
O 2.7530 1.1747 -1.3372
C -0.9121 -0.8089 0.8223
N -1.0628 -2.0585 0.0429
H 1.1952 -1.1445 0.5617
H 0.7295 -0.0026 1.9424
H 1.2053 1.5643 0.5492
H 1.8348 -0.5817 -1.2148
H 0.8943 0.7552 -2.0827
H -1.2828 -1.0628 1.8192
H -1.5862 -0.1125 0.3450
H -0.7954 -1.9664 -0.9144
H -0.4908 -2.8027 0.3905
H -1.3720 1.5632 -0.6881
H -1.9817 2.3571 0.5067
O -2.0784 2.1585 -0.4028
```

Calculated values
total charge: -1
energy above the lowest of the compared OMol25 structures with the same formula, charge and spin: 95.2 kJ/mol
total energy: -10363.826 eV
HOMO energy: -0.095 hartree
orbital gap: 6.464 eV